# C2H9NO2

A cluster of 2 separate species, C2H9NO2 in total in a non-equilibrium geometry (wB97M-V/def2-TZVPD, the OMol25 dataset).

Computed properties:
LUMO energy, eV: 0.7
Energy relative to the best compared isomer or geometry (same formula, charge and spin), kJ/mol: 141.9
SMILES: NCCO.O
F_max, hartree/bohr: 0.08750

Element x y z (Å)
N -0.19199 -1.88305 0.67783
C 0.64378 -1.34577 -0.51164
C 0.19289 0.11374 -0.84722
O 0.48701 1.06059 0.18203
H -0.18696 -1.37546 1.54344
H -0.59375 -2.91599 0.96507
H 1.64944 -1.62897 -0.18370
H 0.33745 -1.96794 -1.39711
H 0.45344 0.48636 -1.87632
H -0.93491 0.01841 -0.73141
H 1.43781 1.01397 0.22914
O -1.43979 3.11616 0.74209
H -1.24063 2.22689 1.04191
H -0.61378 3.08107 0.16591